{
  "formula": "H10N4Si2",
  "method": "ωB97M-V/def2-TZVPD",
  "total_charge": 0,
  "total_energy_ev": -21879.3333,
  "homo_ev": -8.8505,
  "largest_force_ha_per_bohr": 0.0753,
  "species": ["N", "N", "N", "N", "Si", "Si", "H", "H", "H", "H", "H", "H", "H", "H", "H", "H"],
  "xyz": [[1.96272, 0.13165, -1.40207], [0.95575, 2.63248, -1.22755], [-1.01599, -0.80524, -0.42377], [-1.68693, -2.13295, 2.03800], [2.11445, 1.64753, -0.43788], [-1.03004, -0.70831, 1.31809], [2.92219, -0.29442, -1.34776], [1.67069, -0.13377, -2.28794], [0.74223, 3.60349, -1.06877], [0.47202, 2.06731, -1.96807], [-1.79293, -0.28250, -0.79837], [-0.17461, -0.39277, -0.77603], [-2.54020, -2.55839, 1.65048], [-1.24055, -2.66036, 2.88915], [0.32042, -0.70938, 2.02771], [-1.67922, 0.59564, 1.81478]]
}


{
  "formula": "C5H15N2O",
  "method": "ωB97M-V/def2-TZVPD",
  "total_charge": 1,
  "total_energy_ev": -10449.4446,
  "homo_ev": -13.1094,
  "largest_force_ha_per_bohr": 0.0312,
  "smiles": "CNC[C@H]([NH3+])[C@@H](C)O",
  "species": ["C", "N", "C", "C", "N", "C", "C", "O", "H", "H", "H", "H", "H", "H", "H", "H", "H", "H", "H", "H", "H", "H", "H"],
  "xyz": [[1.50517, -2.12537, 0.86008], [1.59868, -1.34425, -0.37608], [1.00695, -0.01904, -0.36831], [-0.47746, -0.14325, -0.00536], [-1.01861, -0.97095, -1.15726], [-1.19016, 1.21788, -0.05579], [-0.79477, 2.12816, 1.12801], [-0.81457, 1.75522, -1.31082], [2.34643, -2.80705, 0.85113], [1.56308, -1.48587, 1.75001], [0.55287, -2.64671, 0.96580], [2.53820, -1.35001, -0.73509], [1.52554, 0.74336, 0.22608], [1.08170, 0.35082, -1.34698], [-0.63063, -0.58215, 0.97418], [-1.13484, -0.29306, -1.91244], [-1.87726, -1.46027, -0.91407], [-0.28379, -1.64686, -1.41824], [-2.26660, 1.01378, -0.02837], [-0.09627, 2.87645, 0.79959], [-0.38222, 1.54169, 1.95063], [-1.71800, 2.55490, 1.51525], [-1.03344, 2.69256, -1.39191]]
}


{
  "formula": "C21H15BeClIN4OS",
  "method": "ωB97M-V/def2-TZVPD",
  "total_charge": 1,
  "total_energy_ev": -61888.8125,
  "homo_ev": -10.6598,
  "largest_force_ha_per_bohr": 0.0087,
  "species": ["Be", "Cl", "C", "C", "C", "I", "C", "O", "C", "N", "C", "C", "C", "C", "H", "H", "H", "H", "C", "C", "C", "N", "C", "C", "H", "H", "H", "H", "H", "N", "C", "N", "C", "C", "C", "C", "C", "C", "S", "H", "H", "H", "H", "H", "H"],
  "xyz": [[0.01468, 0.64709, 0.07506], [-4.11838, -1.18488, -4.52391], [-3.27560, -0.35177, -3.26111], [-3.78661, 0.80114, -2.74219], [-3.12469, 1.50756, -1.71011], [-3.92530, 3.26683, -0.96459], [-1.94341, 1.04239, -1.19348], [-1.20812, 1.59378, -0.23959], [-1.42135, -0.16411, -1.74377], [-0.23662, -0.56419, -1.17736], [0.34476, -1.65427, -1.63429], [-0.21069, -2.42046, -2.66704], [-1.40128, -2.03998, -3.22797], [-2.05226, -0.87567, -2.77187], [-4.71995, 1.18347, -3.13227], [1.27182, -1.95776, -1.16377], [0.30762, -3.30599, -3.00537], [-1.84788, -2.62241, -4.02297], [3.78634, 2.89451, -0.98283], [2.59071, 3.56845, -0.79663], [1.46853, 2.84894, -0.43632], [1.49810, 1.52346, -0.25467], [2.65708, 0.87524, -0.43903], [3.81959, 1.51975, -0.80198], [4.68055, 3.43090, -1.27141], [2.51689, 4.63729, -0.93550], [0.50494, 3.32764, -0.32461], [2.64503, -0.19446, -0.27372], [4.72873, 0.95227, -0.93871], [-0.21342, 2.33765, 2.35665], [0.00330, 1.03641, 2.65219], [-0.02609, 0.10349, 1.72975], [0.05416, -1.17740, 2.31693], [-0.12206, -2.40640, 1.69066], [0.00456, -3.56279, 2.44151], [0.29746, -3.51509, 3.80365], [0.43805, -2.29830, 4.44571], [0.30187, -1.14449, 3.68905], [0.30701, 0.50167, 4.26505], [-0.83335, 2.51086, 1.57106], [-0.27607, 2.99519, 3.11599], [-0.38477, -2.46418, 0.64608], [-0.14111, -4.52084, 1.96085], [0.39112, -4.43183, 4.36899], [0.63611, -2.24872, 5.50790]]
}


{
  "formula": "C2H2N2OS",
  "method": "ωB97M-V/def2-TZVPD",
  "total_charge": 0,
  "total_energy_ev": -17965.5782,
  "homo_ev": [-8.3780, -8.3783],
  "largest_force_ha_per_bohr": 0.0671,
  "smiles": "[S-][n+]1ccon1",
  "species": ["S", "N", "C", "C", "O", "N", "H", "H"],
  "xyz": [[1.77232, -0.75691, 3.05103], [0.35030, -0.36749, 2.02040], [0.44624, -0.13151, 0.61708], [-0.82901, 0.05961, 0.23794], [-1.61113, 0.03342, 1.34774], [-0.84291, -0.21571, 2.39113], [1.38718, -0.13923, 0.21323], [-1.16291, 0.18242, -0.72008]]
}


{
  "formula": "C50H50F6Ge2NO4S6Zn",
  "method": "ωB97M-V/def2-TZVPD",
  "total_charge": -1,
  "total_energy_ev": -305120.1282,
  "homo_ev": -5.8053,
  "largest_force_ha_per_bohr": 0.0063,
  "species": ["Zn", "F", "C", "F", "F", "S", "O", "O", "N", "S", "O", "O", "C", "F", "F", "F", "C", "C", "C", "C", "C", "C", "C", "C", "C", "C", "C", "C", "C", "C", "C", "Ge", "S", "S", "Ge", "S", "S", "C", "C", "C", "C", "C", "C", "C", "C", "C", "C", "C", "C", "C", "C", "C", "C", "C", "C", "C", "C", "C", "C", "C", "C", "C", "C", "C", "C", "C", "C", "C", "C", "C", "H", "H", "H", "H", "H", "H", "H", "H", "H", "H", "H", "H", "H", "H", "H", "H", "H", "H", "H", "H", "H", "H", "H", "H", "H", "H", "H", "H", "H", "H", "H", "H", "H", "H", "H", "H", "H", "H", "H", "H", "H", "H", "H", "H", "H", "H", "H", "H", "H", "H"],
  "xyz": [[-0.16306, -2.14241, -2.14411], [4.20534, -4.84187, -1.82706], [2.96151, -4.58080, -1.40979], [2.97571, -3.44486, -0.72811], [2.55952, -5.57165, -0.62044], [1.87396, -4.41013, -2.92252], [1.62012, -2.97467, -3.02748], [2.61133, -5.00985, -3.98885], [0.61457, -5.23480, -2.46305], [-0.84529, -5.01582, -2.97294], [-1.78422, -5.71427, -2.16307], [-1.13338, -3.62728, -3.33671], [-0.89691, -5.86346, -4.60568], [-0.43684, -7.10781, -4.48872], [-2.15817, -5.90746, -5.03948], [-0.15507, -5.20653, -5.49517], [-6.25996, -1.64356, 0.81549], [-4.98422, -1.58783, 1.61435], [-4.19804, -2.71863, 1.78909], [-2.99421, -2.67069, 2.48232], [-2.23245, -3.94414, 2.74514], [-2.54663, -1.43861, 2.97851], [-3.34982, -0.29880, 2.86125], [-2.93829, 1.04049, 3.42141], [-4.55871, -0.39584, 2.18377], [-1.21350, -1.36482, 3.65097], [-1.16345, -1.52538, 5.03137], [0.04795, -1.49707, 5.70324], [1.21645, -1.31383, 4.98555], [1.19242, -1.14217, 3.60088], [-0.03174, -1.15457, 2.91606], [-0.14994, -0.93484, 0.95311], [-0.29027, -2.89059, -0.00502], [-1.76241, 0.48467, 0.29312], [-0.22525, 1.03755, -1.24761], [-0.49735, -0.11585, -3.08141], [1.49271, 0.25221, -0.02153], [-0.12521, 2.97214, -1.64544], [1.09306, 3.52753, -2.07209], [1.18811, 4.88865, -2.34581], [0.08459, 5.71498, -2.21418], [-1.12556, 5.17068, -1.82112], [-1.24757, 3.80938, -1.54022], [-2.62262, 3.33813, -1.17817], [-3.45045, 2.77586, -2.14909], [-2.99159, 2.53329, -3.56560], [-4.75974, 2.43430, -1.80326], [-5.26438, 2.66020, -0.53622], [-6.69821, 2.34223, -0.20295], [-4.41877, 3.22062, 0.42075], [-3.10893, 3.55770, 0.12296], [-2.20818, 4.12291, 1.18905], [2.30770, 2.68031, -2.28021], [3.27410, 2.55873, -1.28285], [3.17028, 3.28505, 0.03374], [4.36124, 1.71268, -1.49593], [4.50359, 0.99025, -2.66741], [5.63183, 0.01028, -2.84972], [3.56164, 1.17702, -3.67637], [2.47767, 2.02516, -3.51237], [1.52522, 2.26805, -4.65398], [2.51943, -0.98909, 2.92802], [3.16387, -2.11275, 2.40500], [2.52286, -3.47528, 2.46702], [4.42740, -1.95834, 1.83861], [5.06788, -0.72919, 1.80766], [6.45381, -0.59336, 1.23350], [4.41221, 0.37300, 2.34721], [3.14449, 0.26399, 2.90193], [2.43288, 1.48009, 3.43368], [-6.43399, -2.64591, 0.42334], [-6.21344, -0.95532, -0.03174], [-7.12305, -1.36100, 1.42369], [-4.51982, -3.66421, 1.36395], [-2.53985, -4.72662, 2.05230], [-2.42369, -4.28888, 3.76700], [-1.15869, -3.81325, 2.64132], [-1.91560, 1.03637, 3.79353], [-3.59753, 1.33012, 4.24485], [-3.00926, 1.80610, 2.64583], [-5.15975, 0.50178, 2.06323], [-2.09063, -1.68152, 5.57226], [0.08118, -1.62603, 6.77865], [2.17604, -1.30403, 5.49189], [2.14289, 5.28943, -2.66969], [0.16364, 6.77401, -2.42947], [-2.00698, 5.79785, -1.73592], [-2.06474, 3.05793, -3.79408], [-3.75681, 2.86308, -4.27192], [-2.81058, 1.46894, -3.73227], [-5.40016, 1.99254, -2.56167], [-7.17507, 1.78476, -1.00981], [-7.27287, 3.25794, -0.04215], [-6.77458, 1.74719, 0.70857], [-4.79302, 3.39432, 1.42664], [-2.73295, 4.18739, 2.14309], [-1.84526, 5.11922, 0.92686], [-1.33234, 3.48151, 1.32280], [2.29987, 3.93716, 0.07987], [4.06313, 3.89195, 0.20816], [3.08857, 2.56171, 0.84608], [5.09386, 1.59670, -0.70195], [6.39801, 0.14062, -2.08429], [6.10197, 0.12412, -3.82849], [5.26081, -1.01555, -2.78088], [3.67428, 0.64384, -4.61584], [1.86161, 1.74271, -5.54827], [1.45747, 3.33498, -4.88238], [0.52089, 1.91474, -4.41841], [1.62432, -3.52176, 1.84531], [2.22815, -3.72395, 3.48924], [3.21254, -4.24019, 2.10975], [4.92279, -2.82834, 1.41744], [6.72008, -1.46700, 0.63785], [7.19748, -0.48862, 2.02755], [6.53352, 0.28804, 0.59474], [4.89684, 1.34596, 2.32446], [3.08025, 2.35688, 3.39752], [2.10364, 1.33510, 4.46467], [1.54171, 1.68797, 2.83382]]
}


{
  "formula": "C2H2N2O4",
  "method": "ωB97M-V/def2-TZVPD",
  "total_charge": 0,
  "total_energy_ev": -13272.3562,
  "homo_ev": -10.6160,
  "largest_force_ha_per_bohr": 0.0838,
  "species": ["C", "C", "N", "N", "O", "O", "O", "O", "H", "H"],
  "xyz": [[2.24635, 0.49069, 0.97622], [-2.22207, 1.39712, -1.37768], [1.44654, 0.46587, 1.80439], [1.30000, -1.31366, -0.29084], [-2.01235, 2.00055, -2.30541], [-0.09278, -1.61851, -0.08901], [-2.43114, 0.81314, -0.41011], [1.51144, -0.78421, -1.35251], [0.61090, 0.36679, 2.23466], [-0.35688, -1.81777, 0.81031]]
}


{
  "formula": "C27H53Br2O10P",
  "method": "ωB97M-V/def2-TZVPD",
  "total_charge": -2,
  "total_energy_ev": -198703.2929,
  "homo_ev": 0.3688,
  "largest_force_ha_per_bohr": 0.0478,
  "species": ["O", "C", "O", "P", "O", "C", "C", "Br", "Br", "O", "H", "H", "H", "H", "H", "C", "C", "C", "O", "C", "H", "H", "H", "H", "H", "H", "H", "H", "C", "C", "C", "O", "C", "H", "H", "H", "H", "H", "H", "H", "H", "C", "C", "C", "O", "C", "H", "H", "H", "H", "H", "H", "H", "H", "C", "C", "C", "O", "C", "H", "H", "H", "H", "H", "H", "H", "H", "C", "C", "C", "O", "C", "H", "H", "H", "H", "H", "H", "H", "H", "C", "C", "C", "O", "C", "H", "H", "H", "H", "H", "H", "H", "H"],
  "xyz": [[-4.73857, -3.63825, -2.74938], [-3.97713, -3.56034, -3.74494], [-4.22673, -3.00184, -4.82032], [-2.25282, -4.46858, -3.61626], [-1.29742, -3.08393, -4.19063], [-0.33452, -2.84561, -3.23973], [-1.04519, -2.86333, -1.89027], [-1.95637, -1.08475, -1.67309], [0.08323, -3.45858, -0.34501], [-1.99162, -3.74939, -1.95148], [-2.40405, -5.00680, -4.96225], [-2.90459, -5.62817, -3.01399], [-0.99661, -5.18751, -3.47602], [0.15261, -1.90909, -3.47308], [0.44574, -3.59961, -3.27308], [-7.99646, -3.18257, -0.97514], [-8.82012, -3.29396, 0.30936], [-8.76964, -4.79331, 0.58116], [-7.53089, -5.25811, 0.07227], [-6.91503, -4.22449, -0.74945], [-7.58418, -2.19255, -1.15112], [-8.60896, -3.45497, -1.83834], [-8.32492, -2.74933, 1.11796], [-9.84013, -2.91490, 0.21763], [-9.58425, -5.31505, 0.05734], [-8.83726, -5.03364, 1.64732], [-6.06743, -3.80719, -0.20437], [-6.53585, -4.65126, -1.67308], [-2.47524, -4.14614, 4.01568], [-1.27438, -4.62276, 4.83233], [-0.12230, -4.31614, 3.88151], [-0.51540, -3.17502, 3.12970], [-1.90706, -2.91804, 3.31956], [-3.35663, -3.92183, 4.61527], [-2.74844, -4.90061, 3.27655], [-1.17961, -4.02942, 5.74669], [-1.32262, -5.67481, 5.11280], [0.04854, -5.14644, 3.18736], [0.81446, -4.09971, 4.40022], [-2.01317, -2.02068, 3.94493], [-2.36917, -2.72505, 2.35136], [-0.00564, 0.66592, 3.58322], [0.55319, 2.03658, 3.21153], [1.27113, 1.72759, 1.90518], [0.56083, 0.66236, 1.28804], [-0.37506, 0.09911, 2.21806], [-0.85453, 0.70920, 4.26541], [0.77340, 0.05370, 4.04547], [-0.26604, 2.73785, 3.03292], [1.21223, 2.46823, 3.96589], [2.30217, 1.39582, 2.08938], [1.30135, 2.58528, 1.22933], [-1.38311, 0.40410, 1.91776], [-0.31725, -0.98628, 2.17869], [1.25648, 6.37346, -1.44956], [1.08653, 5.07891, -0.66097], [1.48602, 4.03196, -1.69102], [2.46318, 4.66069, -2.54294], [2.48260, 6.06207, -2.29616], [1.38861, 7.25597, -0.82318], [0.38859, 6.53814, -2.09204], [1.78386, 5.06251, 0.18117], [0.08023, 4.93081, -0.27385], [0.63709, 3.73011, -2.30930], [1.91738, 3.13859, -1.24108], [3.40923, 6.30079, -1.75788], [2.48482, 6.60260, -3.24467], [4.69347, 0.20117, -2.15605], [4.74473, 1.58505, -2.80020], [3.71705, 1.44138, -3.91511], [2.74171, 0.51652, -3.45015], [3.20971, -0.13572, -2.26560], [5.05456, 0.17960, -1.12788], [5.28641, -0.50700, -2.74084], [4.41536, 2.34398, -2.08489], [5.73207, 1.86860, -3.16722], [4.17077, 1.03623, -4.82945], [3.23027, 2.38695, -4.15841], [2.64719, 0.25291, -1.41049], [3.02260, -1.20598, -2.33792], [6.51210, 4.19003, 1.21080], [6.16856, 5.62831, 1.58847], [4.67090, 5.66602, 1.31550], [4.17695, 4.34700, 1.56302], [5.27740, 3.44225, 1.69178], [7.43122, 3.82284, 1.66475], [6.60700, 4.10015, 0.12659], [6.36272, 5.79503, 2.65082], [6.72020, 6.37611, 1.02031], [4.46717, 5.91653, 0.26868], [4.14190, 6.37619, 1.95269], [5.37048, 3.15877, 2.74617], [5.07037, 2.54477, 1.10924]]
}


{
  "formula": "H2NOP",
  "method": "ωB97M-V/def2-TZVPD",
  "total_charge": 0,
  "total_energy_ev": -12854.2438,
  "homo_ev": [-11.2183, -10.8877],
  "largest_force_ha_per_bohr": 0.0616,
  "species": ["N", "O", "P", "H", "H"],
  "xyz": [[-0.92219, -1.13506, -0.02505], [-1.00789, 1.13609, 0.04123], [0.06652, 0.10615, 0.01774], [0.95143, 0.13898, 1.02514], [0.91213, -0.24616, -1.05906]]
}